Below is a molecular structure, C55H41O4P2SSe3TeTi at a distorted geometry, with properties calculated with ωB97M-V/def2-TZVPD.

Geometry as XYZ:
```
108
Properties=species:S:1:pos:R:3:forces:R:3:mulliken_spin:R:1
Te 5.18742 3.26363 1.05888 0.0 -0.1 -0.1 0.00
Se 1.15487 2.82777 0.13954 0.4 0.6 -0.1 -0.04
Se 0.31187 4.48632 1.49794 -0.2 -0.2 0.0 0.01
Se 3.07205 1.89008 1.16189 0.3 0.3 0.3 0.02
Ti 1.13564 0.24120 0.61167 -1.1 0.4 -0.6 1.01
S -1.30744 1.34544 -0.83718 0.1 -0.2 -0.4 0.06
P -0.46364 0.27406 2.56556 -0.2 0.1 0.3 0.03
P 1.33110 0.22904 -2.19772 -0.1 0.0 -0.1 0.04
O -0.83863 0.08236 -0.01587 0.2 0.0 0.4 -0.02
O 1.53166 -1.81786 0.35102 0.3 -0.1 0.2 0.05
O 2.23953 -4.33418 0.06133 0.1 0.0 0.0 0.00
O 2.25700 -0.70957 2.07949 0.3 -0.6 -0.1 -0.01
C 2.63546 -2.07919 -3.29591 0.0 0.1 0.0 0.00
C 0.89156 0.36752 6.47395 0.0 0.0 0.0 0.00
C 2.89786 1.03500 -2.61811 0.1 0.2 0.1 -0.01
C -1.26574 0.77471 -3.41843 0.1 -0.1 0.0 -0.07
C 1.56105 1.58299 6.48601 0.0 0.0 0.0 0.00
C 5.11258 -4.82202 2.19381 0.0 0.0 0.0 0.00
C 4.33718 -2.58627 2.52384 -0.1 0.0 0.0 0.00
C 0.23340 0.74483 4.18598 0.1 -0.1 0.0 -0.01
C -0.22539 -3.78198 3.13086 0.0 0.0 0.0 0.00
C -3.51516 0.66143 -2.33457 -0.3 -0.2 0.0 0.30
C 0.44773 -3.68628 -2.71529 0.0 0.0 0.0 0.00
C -5.63304 4.25304 2.22462 -0.1 0.1 0.0 0.00
C 4.10151 -5.06283 1.28533 0.0 0.0 0.0 0.00
C 3.19019 -4.05461 0.96672 0.0 0.1 -0.1 0.01
C -4.21091 3.89693 0.07196 -0.1 0.0 0.2 -0.01
C 3.30349 -2.80994 1.60817 0.1 -0.1 0.1 0.00
C 0.02297 -2.42138 3.21563 0.0 0.0 0.0 0.00
C -4.57480 3.62463 1.35762 0.1 0.0 -0.2 0.00
C 0.42322 -2.34126 -2.39599 0.0 0.0 0.0 0.01
C -2.28264 -3.33533 1.98203 0.0 0.0 0.0 0.00
C -2.12618 1.07114 2.58406 0.0 0.0 0.2 -0.01
C -1.99315 0.75521 -4.63208 0.1 0.0 -0.1 -0.02
C -3.19253 3.11678 -0.48645 0.1 -0.2 0.0 0.00
C 0.23023 -0.05054 5.32964 -0.1 0.0 0.0 0.00
C -5.60412 3.43121 3.53379 -0.1 0.0 0.1 0.00
C 0.72033 0.65252 -4.82012 0.0 0.0 -0.1 0.14
C 0.14223 0.68272 -3.53652 0.1 0.0 0.0 -0.02
C -1.39585 0.73952 -5.89496 0.0 0.0 0.1 0.13
C 5.26077 1.22333 -2.14812 0.0 0.0 0.0 0.00
C 2.94145 2.26691 -3.26360 0.0 0.0 0.0 0.01
C 4.13861 2.96053 -3.36616 0.1 0.0 0.0 0.00
C 4.06741 0.53191 -2.03799 0.0 -0.1 -0.1 0.01
C -2.03909 -1.97393 2.06948 0.0 0.0 0.0 0.02
C -2.72209 0.93629 3.82604 0.1 0.0 -0.2 0.00
C -3.80854 0.75920 -6.17185 0.0 0.0 -0.1 -0.03
C -1.37689 -4.24335 2.50990 0.0 0.0 0.0 0.00
C -3.88148 1.60812 4.24189 -0.1 0.1 -0.1 0.00
C 5.24568 -3.58075 2.81468 0.0 0.0 0.0 0.00
C -3.40374 0.71866 -4.72033 0.0 0.0 0.0 0.31
C 1.52213 -1.52562 -2.67940 0.1 -0.1 0.1 -0.01
C 0.88355 1.97654 4.21441 0.0 0.0 0.0 0.00
C -2.77173 1.89874 1.59727 0.0 -0.1 -0.1 0.03
C -2.10394 0.82478 -2.23614 0.2 0.2 0.2 0.09
C -0.02107 0.70560 -5.99449 0.1 0.0 0.1 -0.06
C -0.88230 -1.49885 2.68565 0.0 0.0 0.0 -0.01
C 2.33472 -1.74373 1.34934 -0.2 -0.1 0.1 0.01
C -4.42983 2.50303 3.37366 0.1 -0.1 0.1 0.00
C 2.65923 -3.43218 -3.61007 0.0 -0.1 0.0 0.00
C 5.29655 2.44162 -2.81361 0.0 0.0 0.0 0.00
C -4.15612 0.62257 -3.56035 0.0 0.0 0.2 -0.12
C -3.87690 2.63854 2.08326 0.0 0.0 0.0 0.00
C -2.46685 0.70070 -6.95744 0.0 0.0 -0.1 -0.01
C 1.54296 2.39163 5.36071 0.0 0.0 0.0 0.00
C -2.52386 2.12723 0.20640 0.0 0.1 -0.2 0.01
C 1.57249 -4.23817 -3.31637 0.0 0.0 0.0 0.00
H 3.48679 -1.45846 -3.54415 0.0 0.0 0.0 0.00
H -6.61299 4.23211 1.74522 0.0 0.0 0.0 0.00
H 2.03651 2.69283 -3.67849 0.0 0.0 0.0 0.00
H -0.29552 -0.99666 5.33824 0.0 0.0 0.0 0.00
H 1.60110 -5.29541 -3.54635 0.0 0.0 0.0 0.00
H 1.79421 0.54530 -4.90057 0.0 0.0 0.0 0.05
H -3.18047 -3.68554 1.48899 0.0 0.0 0.0 0.00
H 4.40209 -1.60999 2.98728 0.0 0.0 0.0 0.00
H 0.93512 -2.07682 3.68458 0.0 0.0 0.0 0.00
H -4.27449 1.44439 5.23703 0.0 0.0 0.0 0.00
H -4.09436 0.61208 -1.42167 0.0 0.0 0.0 0.04
H 1.75220 -3.50850 -0.14128 0.0 0.0 0.0 0.00
H 6.15116 0.83661 -1.67241 0.0 0.0 0.0 0.00
H 0.49182 -4.48182 3.54231 0.0 0.0 0.0 0.00
H -5.38910 5.30112 2.41004 0.0 0.0 0.0 0.00
H -5.49263 4.06352 4.41564 0.0 0.0 0.0 0.00
H -0.40847 -4.30809 -2.48625 0.0 0.0 0.0 0.00
H 2.05879 3.34283 5.35496 0.0 0.0 0.0 0.00
H 3.99590 -6.02149 0.79561 0.0 0.0 0.0 0.00
H -2.74308 -1.27425 1.63787 0.0 0.0 0.0 0.00
H -0.45058 -1.91356 -1.91327 0.0 0.0 0.0 0.00
H 0.87016 2.62804 3.34516 0.0 0.0 0.0 0.00
H 6.04818 -3.40087 3.51638 0.0 0.0 0.0 0.00
H -4.35628 1.67785 -6.40564 0.0 0.0 0.0 0.02
H -5.23549 0.52649 -3.59656 0.0 0.0 0.0 0.00
H 4.15460 3.92541 -3.85569 0.0 0.0 0.0 0.00
H -2.39029 -0.22098 -7.54129 0.0 0.0 0.0 0.01
H 6.21964 3.00330 -2.85798 0.0 0.0 0.0 0.00
H -2.24524 0.29400 4.55544 0.0 0.0 0.0 0.00
H 5.81756 -5.61275 2.41900 0.0 0.0 0.0 0.00
H -2.36989 1.52776 -7.66427 0.0 0.0 0.0 0.01
H -2.92023 3.28184 -1.52181 0.0 0.0 0.0 0.01
H -1.56258 -5.30692 2.43127 0.0 0.0 0.0 0.00
H 0.88637 -0.26102 7.35595 0.0 0.0 0.0 0.00
H -6.52564 2.85936 3.66497 0.0 0.0 0.0 0.00
H 4.04293 -0.40201 -1.48191 0.0 0.1 0.0 0.00
H -4.69502 4.65990 -0.52237 0.0 0.0 0.0 0.00
H 3.53488 -3.85346 -4.08759 0.0 0.0 0.0 0.00
H 2.10151 1.89489 7.37104 0.0 0.0 0.0 0.00
H 0.48272 0.67388 -6.95341 0.0 0.0 0.0 0.00
H -4.46590 -0.07114 -6.44294 0.0 0.0 0.0 0.02
```
Forces are in eV/Å.

Results
Total energy   -11824.30438 a.u.
Molar mass   1272.291 u
HOMO level (spin up / spin down)   -2.64 / -3.82 eV
2S+1   3
Net charge   -1
Energy above the lowest of the compared OMol25 structures with the same formula, charge and spin   114.9 kJ/mol
Frontier orbital gap (spin up / spin down)   4.663 / 5.841 eV